This record from OMol25 describes C22H47ClGaO14S as an isolated structure. The level of theory is wB97M-V/def2-TZVPD.

As for the HOMO energy: -0.17903 hartree. Its spin multiplicity is 1. The value obtained for the lowest unoccupied orbital energy is 2.0 eV. For the orbital gap, the calculation gives 6.88 eV. The total charge is -1.

Element x y z (Å)
H1 -1.101 -3.712 1.479
C1 4.393 6.722 -1.801
O1 -3.380 -1.559 3.446
C2 -1.053 -0.168 10.143
H2 -3.210 0.049 5.037
H3 2.049 -1.692 -2.569
Cl1 -0.270 2.973 -4.863
H4 -6.236 -3.393 4.870
H5 9.617 5.686 -0.663
C3 -1.923 -4.350 -3.703
H6 -0.362 -1.327 -5.572
O2 3.529 0.062 -3.981
H7 -0.842 -0.425 -2.012
O3 -2.590 -5.195 -4.247
H8 8.480 4.414 -1.150
C4 9.354 5.503 -2.800
H9 4.369 6.682 -2.888
O4 -2.232 -3.714 -2.574
C5 -3.479 -4.081 -1.973
H10 -3.161 -6.213 -1.846
H11 -0.481 -0.779 10.843
H12 -5.104 -2.054 5.122
C6 2.345 -0.600 -4.389
O5 7.791 6.364 -1.126
H13 -7.255 -1.258 4.103
H14 -0.384 1.246 -1.698
C7 4.103 2.019 -2.716
C8 -0.260 -4.477 -5.327
H15 -5.896 -0.984 3.005
H16 -1.080 -2.436 2.722
O6 5.728 6.986 -1.338
H17 8.579 5.214 -3.507
H18 -4.117 1.579 5.188
H19 -2.574 -5.295 -0.450
H20 -3.438 2.454 -4.098
C9 -2.288 -0.923 9.706
C10 -3.613 -2.716 3.200
Ga1 -1.242 1.071 -4.083
O7 6.336 4.985 -2.176
H21 9.684 6.518 -3.024
H22 3.630 1.570 -1.841
C11 -6.497 -1.750 3.493
H23 -2.028 -1.839 9.177
H24 -1.003 -4.378 -6.115
H25 -0.013 -5.529 -5.184
H26 -4.309 -5.566 -0.665
H27 -3.814 0.717 -3.995
C12 1.481 -0.995 -3.199
H28 -0.418 0.063 9.289
C13 -2.735 -0.013 7.594
C14 -0.281 0.432 -2.425
O8 -3.137 -0.122 8.866
O9 -1.773 -0.557 7.116
C15 -3.373 -5.370 -1.190
S1 -1.312 -0.432 -5.854
H29 -3.247 1.598 -2.561
O10 -3.582 0.785 6.958
H30 -2.356 1.553 5.459
O11 1.121 0.109 -2.405
C16 -5.639 -2.633 4.370
H31 5.176 1.818 -2.691
H32 -1.944 -2.174 1.187
H33 -7.000 -2.344 2.730
C17 3.438 1.483 -3.963
H34 0.630 -3.907 -5.576
O12 -2.843 -3.528 2.487
H35 10.202 4.829 -2.925
C18 -1.668 -2.909 1.940
H36 -1.331 0.760 10.643
H37 4.030 5.777 -1.403
H38 -4.250 -4.142 -2.741
H39 3.796 7.550 -1.435
O13 -4.688 -3.394 3.602
C19 -3.141 1.505 -3.648
O14 -0.740 -3.908 -4.108
H40 3.936 1.871 -4.863
H41 2.650 -1.514 -4.914
H42 -2.921 -1.171 10.556
H43 3.964 3.103 -2.670
H44 2.400 1.806 -3.998
C20 6.594 6.009 -1.603
H45 0.585 -1.519 -3.563
C21 -3.284 0.994 5.565
H46 -3.712 -3.247 -1.313
H47 1.777 0.016 -5.095
C22 8.844 5.415 -1.379

Okay, here come the Löwdin numbers, in e, for every atom:
1 H 0.092
2 C -0.027
3 O 0.110
4 C -0.067
5 H 0.064
6 H 0.123
7 Cl 0.000
8 H 0.121
9 H 0.120
10 C -0.609
11 H -0.313
12 O -0.150
13 H 0.057
14 O 0.118
15 H 0.123
16 C -0.067
17 H 0.100
18 O 0.036
19 C -0.211
20 H 0.074
21 H 0.078
22 H 0.117
23 C -0.205
24 O 0.030
25 H 0.080
26 H 0.057
27 C -0.074
28 C -0.039
29 H 0.077
30 H 0.097
31 O 0.002
32 H 0.077
33 H 0.096
34 H 0.072
35 H -0.018
36 C -0.217
37 C -0.605
38 Ga -0.151
39 O 0.124
40 H 0.079
41 H 0.074
42 C -0.062
43 H 0.121
44 H 0.099
45 H 0.094
46 H 0.079
47 H -0.020
48 C -0.228
49 H 0.076
50 C -0.617
51 C -0.280
52 O 0.027
53 O 0.125
54 C -0.063
55 S 0.293
56 H -0.016
57 O 0.003
58 H 0.100
59 O -0.228
60 C -0.207
61 H 0.069
62 H 0.101
63 H 0.081
64 C -0.277
65 H 0.088
66 O 0.006
67 H 0.078
68 C -0.022
69 H 0.080
70 H 0.095
71 H 0.124
72 H 0.091
73 O 0.037
74 C -0.250
75 O -0.013
76 H 0.117
77 H 0.118
78 H 0.120
79 H 0.063
80 H 0.079
81 C -0.615
82 H 0.087
83 C -0.018
84 H 0.121
85 H 0.108
86 C -0.213